Entry w
DFT (ωB97M-V/def2-TZVPD) results for C17H33BrGeN2O5SbSe4Ti as an isolated structure.

Last column: Löwdin charge in e.
Geometry (Å):
Ti 0.052 -0.902 0.196  0.63
C 0.552 1.207 -3.532  -0.13
O 1.196 1.133 -2.288  -0.26
C 2.164 2.115 -2.096  -0.23
C 2.525 2.244 -0.627  -0.23
O 2.667 0.997 0.052  -0.17
C 3.281 1.166 1.312  -0.20
C 2.504 0.497 2.421  -0.20
O 2.710 -0.906 2.343  -0.22
C 2.287 -1.570 3.508  -0.12
H 0.023 2.163 -3.649  0.04
H 1.265 1.073 -4.359  0.08
H -0.185 0.406 -3.555  0.08
H 3.055 1.891 -2.707  0.12
H 1.782 3.105 -2.396  0.10
H 3.492 2.771 -0.601  0.12
H 1.788 2.867 -0.108  0.01
H 4.286 0.720 1.281  0.13
H 3.380 2.231 1.550  0.13
H 2.880 0.870 3.386  0.12
H 1.434 0.730 2.341  0.10
H 2.846 -1.214 4.385  0.08
H 1.216 -1.430 3.682  0.07
H 2.486 -2.632 3.369  0.08
Se -3.400 3.699 1.418  -0.32
Sb -1.864 3.621 -0.474  -0.28
Se -0.849 1.214 0.252  0.22
Se 0.139 5.007 -0.353  -0.23
Se -2.734 3.022 -2.677  -0.23
N -3.133 -1.814 -2.571  -0.09
N -2.558 -0.607 -2.053  -0.09
H -4.150 -1.790 -2.502  0.04
H -2.816 -2.551 -1.952  0.04
H -2.981 -0.340 -1.169  0.03
H -2.727 0.159 -2.696  -0.02
Br -6.900 -1.282 2.092  0.69
C -5.156 -0.762 2.650  -0.67
C -5.014 0.168 3.670  -0.13
C -3.744 0.533 4.090  -0.07
C -2.622 -0.027 3.500  -0.01
C -2.791 -0.932 2.462  -0.13
C -4.056 -1.304 2.016  -0.06
C -1.607 -1.436 1.706  -0.68
O -0.442 -1.319 2.189  -0.14
O -1.727 -1.960 0.563  -0.10
H -5.889 0.636 4.096  0.10
H -3.628 1.299 4.843  0.11
H -1.622 0.274 3.785  0.12
H -4.166 -1.987 1.184  0.11
C 2.475 -4.991 -1.573  -0.25
Ge 2.031 -3.431 -0.431  0.72
C 0.966 -4.311 0.979  -0.23
C 3.754 -2.865 0.334  -0.22
C 1.159 -1.957 -1.333  -0.38
H 2.885 -5.786 -0.949  0.00
H 3.218 -4.724 -2.324  0.00
H 1.591 -5.368 -2.086  0.00
H 1.638 -5.011 1.480  0.01
H 0.154 -4.873 0.512  0.02
H 0.534 -3.640 1.725  -0.01
H 4.559 -3.402 -0.171  0.01
H 3.813 -3.070 1.402  0.00
H 3.898 -1.794 0.193  0.01
H 0.441 -2.363 -2.058  -0.01
H 1.957 -1.397 -1.825  -0.02

Summary:
HOMO (spin up / spin down) ... -0.0599 / -0.0601 hartree
Charge ... -2
2S+1 ... 2
<S²> ... 0.759

Entry x
DFT (ωB97M-V/def2-TZVPD) results for C17H33BrGeN2O5SbSe4Ti as an isolated structure.

Last column: Löwdin charge in e.
Geometry (Å):
Ti -0.215 -0.004 -0.682  0.74
C 2.124 -2.777 -1.935  -0.12
O 2.007 -1.950 -0.777  -0.26
C 1.959 -2.689 0.426  -0.18
C 0.615 -3.335 0.663  -0.21
O -0.323 -2.320 0.967  -0.20
C -1.638 -2.836 1.077  -0.21
C -2.591 -1.720 1.446  -0.20
O -2.835 -0.802 0.400  -0.26
C -3.825 -1.257 -0.510  -0.15
H 3.128 -3.217 -1.966  0.09
H 1.959 -2.159 -2.814  0.05
H 1.377 -3.573 -1.955  0.04
H 2.173 -1.983 1.233  0.13
H 2.736 -3.465 0.424  0.13
H 0.700 -4.025 1.517  0.13
H 0.283 -3.913 -0.205  0.03
H -1.663 -3.585 1.883  0.13
H -1.928 -3.333 0.145  0.08
H -2.171 -1.146 2.273  0.12
H -3.538 -2.173 1.771  0.12
H -4.810 -1.232 -0.025  0.09
H -3.623 -2.264 -0.880  0.05
H -3.814 -0.595 -1.372  0.07
Se -3.866 -3.495 -4.142  -0.29
Sb -1.555 -3.933 -3.631  -0.32
Se -1.024 -1.586 -2.187  0.29
Se 0.067 -3.739 -5.396  -0.29
Se -1.105 -5.592 -1.928  -0.21
N 1.255 0.314 -3.585  -0.01
N 1.317 0.514 -2.166  -0.15
H 1.245 1.213 -4.047  0.06
H 0.393 -0.194 -3.777  -0.01
H 1.441 1.496 -1.942  0.05
H 2.133 0.027 -1.801  0.08
Br 5.252 1.567 4.085  0.63
C 3.376 1.174 3.982  -0.71
C 2.688 0.971 5.182  -0.19
C 1.315 0.676 5.086  -0.13
C 0.677 0.597 3.876  -0.04
C 1.394 0.811 2.659  -0.17
C 2.791 1.105 2.748  -0.09
C 0.754 0.730 1.414  -0.58
O 1.370 0.864 0.259  -0.16
O -0.505 0.420 1.250  -0.14
H 3.196 1.032 6.133  0.07
H 0.751 0.505 5.996  0.09
H -0.378 0.364 3.816  0.10
H 3.363 1.260 1.844  0.10
C -0.800 3.732 1.016  -0.20
Ge -0.768 3.450 -0.925  0.75
C -2.011 4.779 -1.699  -0.24
C 1.028 3.952 -1.584  -0.23
C -1.261 1.650 -1.465  -0.39
H -0.683 4.795 1.238  0.01
H -0.008 3.176 1.517  0.01
H -1.755 3.393 1.420  0.02
H -1.705 5.793 -1.430  0.00
H -3.021 4.611 -1.322  0.01
H -2.039 4.701 -2.788  0.01
H 1.189 5.020 -1.422  0.01
H 1.129 3.760 -2.656  0.01
H 1.808 3.410 -1.046  0.01
H -1.244 1.576 -2.555  -0.01
H -2.287 1.454 -1.131  0.00

Summary:
HOMO (spin up / spin down) ... -0.0293 / -0.0744 hartree
Charge ... -2
2S+1 ... 2
<S²> ... 0.773

Each structure's energy above the most stable one, in hartree: entry w 0.0479; entry x 0.0000.

Entry w
DFT (ωB97M-V/def2-TZVPD) results for a 2-piece molecular cluster, C5H10N2 overall.

Last column: Löwdin charge in e.
Geometry (Å):
C 0.308 -0.637 -0.263  -0.04
C 2.490 1.036 0.513  -0.11
C 1.971 0.900 1.724  -0.09
C -2.270 -1.436 -0.843  -0.11
N -0.991 -0.884 -1.266  -0.09
C -0.406 0.503 -0.330  -0.36
N -0.815 1.569 0.169  0.13
H -0.626 -1.293 -2.121  0.11
H 0.471 -1.237 0.620  0.07
H -1.186 2.248 -0.488  0.06
H 2.863 0.252 -0.125  0.04
H 2.660 2.004 0.049  0.05
H 1.682 1.739 2.346  0.05
H 1.759 -0.043 2.188  0.04
H -2.636 -0.934 0.052  0.08
H -2.247 -2.515 -0.618  0.08
H -3.027 -1.272 -1.607  0.08

Summary:
HOMO ... -0.3014 hartree

Entry x
DFT (ωB97M-V/def2-TZVPD) results for C5H10N2 in the gas phase.

Last column: Löwdin charge in e.
Geometry (Å):
C 1.424 -1.970 0.231  -0.03
N 0.608 -1.277 0.880  0.03
C -0.559 -0.568 0.560  -0.42
C -1.625 -1.210 0.089  0.03
C -0.490 0.871 0.975  -0.13
C 0.403 1.502 -0.172  -0.32
N 0.228 1.419 -1.585  0.00
H 1.856 -2.892 0.659  0.07
H 1.949 -1.634 -0.700  0.09
H -2.636 -0.846 0.213  0.05
H -1.581 -2.295 0.059  0.05
H -1.357 1.531 0.880  0.11
H -0.021 1.053 1.942  0.11
H 0.512 2.564 0.061  0.10
H 1.469 1.179 0.044  0.11
H 0.396 0.650 -2.209  0.06
H -0.578 1.922 -1.927  0.07

Summary:
HOMO ... -0.2992 hartree

Each structure's energy above the most stable one, in hartree: entry w 0.0862; entry x 0.0000.

Entry w
DFT (ωB97M-V/def2-TZVPD) results for C5H10N2 as an isolated structure.

Last column: Löwdin charge in e.
Geometry (Å):
C -0.707 -1.885 -0.086  -0.07
C 0.518 0.332 0.327  -0.36
C -0.188 -0.553 -0.610  -0.42
N 1.866 0.577 0.313  0.13
N 0.385 -0.684 -1.900  0.08
C -0.484 1.032 0.929  -0.19
C -0.818 2.191 1.496  -0.03
H 2.474 -0.186 0.053  0.10
H 2.205 1.337 0.881  0.10
H -0.112 -1.310 -2.518  0.08
H 0.580 0.197 -2.356  0.09
H -1.267 0.244 -0.090  0.19
H 0.085 -2.643 -0.122  0.08
H -1.539 -2.242 -0.699  0.07
H -1.053 -1.788 0.942  0.08
H -0.238 3.096 1.330  0.04
H -1.705 2.286 2.110  0.03

Summary:
HOMO ... -0.2656 hartree

Entry x
DFT (ωB97M-V/def2-TZVPD) results for C5H10N2 in the gas phase.

Last column: Löwdin charge in e.
Geometry (Å):
C 0.650 -2.149 0.568  0.00
C 0.744 -1.268 -0.439  -0.17
C -0.302 -0.276 -0.760  -0.36
N -1.637 -0.685 -0.384  0.04
C 0.103 1.123 0.026  -0.38
C 0.560 1.040 1.257  0.01
N -0.237 2.254 -0.692  0.08
H -0.313 -2.533 0.860  0.05
H 1.447 -2.855 0.745  0.05
H 1.724 -0.989 -0.806  0.11
H -0.303 -0.064 -1.836  0.13
H -1.702 -0.806 0.622  0.07
H -2.298 0.046 -0.623  0.08
H 0.734 -0.018 1.638  0.06
H 0.831 1.889 1.861  0.05
H 0.165 3.112 -0.340  0.09
H -0.167 2.178 -1.697  0.08

Summary:
HOMO ... -0.3036 hartree

Each structure's energy above the most stable one, in hartree: entry w 0.0826; entry x 0.0000.

Entry w
DFT (ωB97M-V/def2-TZVPD) results for a 2-piece molecular cluster, C6H8N3O overall.

Last column: Löwdin charge in e.
Geometry (Å):
C 2.640 -0.864 0.344  0.09
C 2.264 0.076 -0.326  0.00
C -0.488 0.941 -0.841  -0.06
C -1.005 1.775 0.080  0.00
C -1.302 -0.144 1.657  -0.38
C -0.429 -0.456 -0.706  -0.34
N -1.524 1.223 1.241  0.17
N -0.895 -0.948 0.513  0.21
N 0.046 -1.250 -1.638  0.21
O -1.326 -0.556 2.783  0.17
H 2.873 -1.587 1.005  0.01
H -0.183 1.448 -1.727  0.12
H -0.971 2.919 -0.096  0.19
H -2.105 1.629 1.843  0.10
H -0.555 -1.834 0.853  0.16
H 2.553 0.820 -0.950  0.02
H 0.409 -0.908 -2.549  0.17
H -0.002 -2.285 -1.487  0.17

Summary:
HOMO ... -0.5073 hartree
Charge ... +1

Entry x
DFT (ωB97M-V/def2-TZVPD) results for an isolated ion of composition C6H8N3O and charge +1.

Last column: Löwdin charge in e.
Geometry (Å):
C 0.799 -1.753 0.595  0.11
C -0.305 -1.138 0.179  -0.12
C -1.429 -1.779 -0.423  -0.10
N -2.596 -1.325 -0.240  0.19
C -2.871 -0.061 0.189  -0.44
O -3.855 0.329 0.721  0.18
N -1.842 1.010 -0.152  0.08
C -1.010 0.994 -1.331  0.00
C -0.501 0.614 0.012  -0.36
N 0.444 1.353 0.760  0.25
H 1.612 -1.400 1.027  0.01
H 0.908 -2.895 0.569  0.13
H -1.403 -2.760 -0.980  0.17
H -0.851 1.957 -1.633  0.09
H -1.359 0.403 -2.176  0.15
H 0.412 1.112 1.835  0.24
H 0.299 2.459 0.666  0.25
H 1.409 1.259 0.497  0.16

Summary:
HOMO ... -0.5049 hartree
Charge ... +1

Each structure's energy above the most stable one, in hartree: entry w 0.0000; entry x 0.0843.

Entry w
DFT (ωB97M-V/def2-TZVPD) results for a 2-piece molecular cluster, C5H11N overall.

Last column: Löwdin charge in e.
Geometry (Å):
C 1.108 3.183 -0.487  -0.30
C 0.336 -2.841 -0.571  0.07
C -0.540 -2.698 0.445  -0.18
C -1.112 -1.499 0.925  -0.07
C -0.725 -0.184 0.471  -0.16
N 0.123 2.316 0.063  -0.08
H 1.541 3.818 0.284  0.05
H 1.967 2.649 -0.945  0.06
H 0.729 3.847 -1.279  0.06
H 0.727 -3.806 -0.849  0.06
H -0.857 -3.608 0.964  0.10
H -1.796 -1.635 1.746  0.10
H -1.547 0.435 0.118  0.09
H 0.022 -0.260 -0.310  0.06
H -0.273 0.400 1.292  0.10
H 0.683 -2.009 -1.155  0.05
H -0.386 1.892 -0.713  -0.02

Summary:
HOMO ... -0.2235 hartree

Entry x
DFT (ωB97M-V/def2-TZVPD) results for a 2-piece molecular cluster, C5H11N overall.

Last column: Löwdin charge in e.
Geometry (Å):
C 2.012 0.065 -0.294  0.00
N 1.002 -0.092 0.513  -0.16
C 0.708 -0.092 1.941  -0.04
C -0.199 -0.506 0.854  -0.27
C -1.118 1.565 -1.583  -0.05
C -1.000 -1.671 0.401  -0.05
H 1.916 -0.258 -1.324  0.06
H -0.024 1.587 -1.567  0.00
H 2.895 0.571 0.071  0.05
H 0.583 0.884 2.417  0.10
H 1.323 -0.798 2.515  0.10
H -1.479 1.347 -0.576  0.01
H -1.454 0.782 -2.268  0.02
H -1.500 2.531 -1.920  0.02
H -1.937 -1.732 0.962  0.07
H -1.259 -1.555 -0.657  0.07
H -0.468 -2.630 0.515  0.08

Summary:
HOMO ... -0.2558 hartree

Each structure's energy above the most stable one, in hartree: entry w 0.0914; entry x 0.0000.